{"formula": "C6H12O2", "method": "ωB97M-V/def2-TZVPD", "smiles": "C1CCOCCOC1", "e_tot_ev": -10505.124, "multiplicity": 1, "mol_weight_g_mol": 116.16, "orbital_gap_ev": 10.8, "e_above_lowest_kcal_mol": 165.64, "lumo_ev": 1.07, "elements": ["C", "C", "C", "O", "C", "C", "O", "C", "H", "H", "H", "H", "H", "H", "H", "H", "H", "H", "H", "H"], "coordinates": [[1.286217, -1.540159, 0.166710], [2.104644, -0.099791, -0.142254], [1.165164, 1.296892, 0.143233], [-0.073607, 1.710333, -0.388190], [-1.183117, 0.992888, 0.382282], [-2.016395, -0.225607, -0.197139], [-1.386860, -1.407841, 0.044351], [-0.036985, -0.982003, -0.117455], [1.571445, -1.911070, 1.098346], [1.658219, -2.475028, -0.337235], [2.323596, -0.440337, -1.239207], [2.919965, 0.161402, 0.410175], [1.237334, 1.616559, 1.248443], [1.873606, 2.007685, -0.180376], [-0.941883, 0.899872, 1.413071], [-1.935497, 1.909776, 0.284430], [-2.171890, 0.127603, -1.258557], [-3.064424, -0.139537, 0.366268], [0.298170, -0.477296, -1.158638], [-0.002076, -0.352893, 0.691735]], "forces_ev_per_a": [[2.8769, -1.1511, -0.5170], [-4.7258, -2.3530, -2.9930], [2.1239, -0.0425, 0.8799], [-0.6379, -3.0880, 1.5286], [-3.2781, 4.7330, -2.3658], [-2.0449, 3.7346, 0.8747], [0.9672, -1.8791, -1.1680], [1.0625, -0.5082, -2.3537], [-0.5200, 0.1403, 2.5893], [-0.2195, 1.3170, -1.0534], [0.0674, 2.0645, 1.6406], [2.5226, -0.0566, 1.4533], [-0.5136, -1.4390, -0.9190], [0.7689, 1.0742, -1.1453], [0.3607, 0.0270, 0.9076], [1.0091, -1.9562, 0.5479], [0.1029, -1.1595, 0.5447], [2.1630, -0.5217, -1.2133], [-2.4333, -0.8265, 1.8823], [0.3479, 1.8908, 0.8796]]}